DFT (wB97M-V/def2-TZVPD) results for 2 unconnected molecules or ions with the total composition C5H16N2O in a non-equilibrium geometry.

```
24
Properties=species:S:1:pos:R:3:lowdin_spin:R:1
O 2.8485 -2.2811 -0.0899 0.004
N 1.6403 -0.0522 -1.5215 0.008
N -1.2879 0.5065 0.8767 0.615
C 0.3012 0.1458 -1.0031 0.015
C -0.4691 1.5894 -1.5175 0.033
C 0.1257 0.3262 0.4782 0.078
C -2.2120 -0.6621 0.5908 0.049
C -1.4520 0.8358 2.3433 0.050
H -0.7140 1.7952 2.5616 0.015
H -1.4680 1.4706 -1.3024 0.011
H 0.5581 -0.5145 0.9688 0.045
H -3.2128 -0.1565 0.6780 0.014
H 3.0778 -1.4725 -0.4845 0.000
H -2.4833 0.8110 2.3992 0.002
H 0.8947 1.0826 0.8266 0.005
H 2.5348 -2.8174 -0.7420 0.000
H -2.1415 -0.9308 -0.4192 0.000
H -0.9226 0.2176 3.1281 0.033
H 2.2968 0.7328 -1.4638 0.000
H -0.4153 1.5365 -2.6719 0.000
H 0.0038 2.4347 -1.2546 0.001
H -0.3697 -0.7195 -1.2420 0.000
H 1.6922 -0.3237 -2.3866 0.000
H -2.3483 -1.4888 1.2869 0.023
```

The relative energy (zero: lowest compared OMol25 entry of this formula, charge and spin) is 305.78 kJ/mol. The molar mass comes out at 120.2 g mol⁻¹. As for the LUMO energy (spin up / spin down): -2.718 / -7.862 eV. The HOMO energy (spin up / spin down) is -13.1 / -13.1 eV. The net charge is +1. The spin multiplicity is 2. The value obtained for the frontier orbital gap (spin up / spin down) is 10.42 / 5.19 eV. As for the total energy: -384.42682 a.u. Its expectation value of S² is 0.755.


DFT (wB97M-V/def2-TZVPD) results for C2H4OS in the gas phase in a non-equilibrium geometry.

```
8
Properties=species:S:1:pos:R:3:lowdin_spin:R:1
S 1.9608 -0.0943 -0.0718 1.370
O -0.5648 -1.1487 0.1699 0.088
C 0.1940 0.0431 0.2245 0.207
C -0.9816 -0.2569 -0.6717 0.086
H -1.0314 -0.4677 -1.7800 0.005
H -1.9537 0.2693 -0.4249 0.008
H 0.0224 0.6823 1.1077 0.024
H 1.7260 -1.3715 -0.6159 0.213
```

The relative energy (zero: lowest compared OMol25 entry of this formula, charge and spin) is 305.41 kJ/mol. The molar mass comes out at 76.1 g mol⁻¹. As for the LUMO energy (spin up / spin down): 0.973 / -2.861 eV. The HOMO energy (spin up / spin down) is -4.6 / -10.8 eV. The spin multiplicity is 3. The value obtained for the frontier orbital gap (spin up / spin down) is 5.61 / 7.93 eV. As for the total energy: -551.77941 a.u. Its expectation value of S² is 2.005.


- Among the records above, which one has the highest spin multiplicity?
  C2H4OS


- Which value of relative energy (zero: lowest compared OMol25 entry of this formula, charge and spin) does entry 2 give?
  305.41 kJ/mol